A molecular structure, C36H42As2N4S2Se2Ti. Source: the OMol25 dataset; level of theory: ωB97M-V/def2-TZVPD.

Structure (XYZ):
```
89
Properties=species:S:1:pos:R:3
Ti 0.802 0.266 -0.835
C -2.022 -2.724 0.544
N -1.795 -1.971 -0.684
C -3.021 -1.498 -1.288
C -3.909 -0.627 -0.391
N -3.287 0.336 0.531
C -3.787 0.154 1.884
C -3.304 1.692 0.096
C -4.267 2.571 0.597
C -4.279 3.919 0.275
C -3.315 4.426 -0.579
C -2.379 3.560 -1.118
C -2.358 2.198 -0.807
S -1.206 1.249 -1.768
C -0.948 -2.713 -1.556
C -1.413 -3.334 -2.712
C -0.560 -4.084 -3.513
C 0.763 -4.255 -3.148
C 1.241 -3.633 -2.005
C 0.410 -2.837 -1.227
S 1.188 -1.905 0.073
H -2.673 -3.594 0.366
H -2.473 -2.083 1.293
H -1.069 -3.074 0.936
H -3.676 -2.337 -1.584
H -2.756 -0.957 -2.196
H -4.539 -1.282 0.217
H -4.598 -0.102 -1.064
H -4.884 0.188 1.956
H -3.382 0.917 2.542
H -3.468 -0.813 2.270
H -5.022 2.196 1.272
H -5.039 4.565 0.694
H -3.294 5.474 -0.841
H -1.633 3.930 -1.810
H -2.450 -3.239 -2.998
H -0.943 -4.544 -4.414
H 1.433 -4.846 -3.757
H 2.288 -3.702 -1.742
C 1.060 3.956 0.765
As 0.296 2.275 1.391
C -1.201 3.020 2.382
C 1.440 1.889 2.938
C 2.467 2.760 3.295
C 3.314 2.459 4.349
C 3.135 1.286 5.067
C 2.089 0.438 4.745
C 1.227 0.729 3.691
As -0.342 -0.402 3.312
C -1.241 -0.142 5.035
C 0.438 -2.151 3.707
H 0.642 4.169 -0.217
H 2.140 3.870 0.656
H 0.812 4.752 1.469
H -0.777 3.795 3.022
H -1.654 2.252 3.003
H -1.939 3.440 1.710
H 2.639 3.669 2.734
H 4.116 3.139 4.604
H 3.799 1.042 5.886
H 1.941 -0.461 5.331
H -0.550 -0.287 5.866
H -2.059 -0.859 5.113
H -1.655 0.864 5.086
H 0.682 -2.251 4.765
H 1.331 -2.300 3.105
H -0.287 -2.916 3.432
Se 2.109 2.472 -2.234
Se 4.089 -1.313 -1.776
C 3.182 1.880 -0.847
C 4.466 2.344 -0.500
C 5.107 1.822 0.588
C 4.500 0.812 1.351
C 3.258 0.396 0.975
N 2.610 0.937 -0.083
C 2.743 -0.964 -3.007
C 3.089 -1.131 -4.381
C 2.200 -0.905 -5.385
C 0.884 -0.534 -5.051
C 0.586 -0.397 -3.733
N 1.473 -0.556 -2.710
H 4.919 3.104 -1.121
H 6.094 2.179 0.854
H 4.984 0.367 2.206
H 2.732 -0.385 1.506
H 4.102 -1.436 -4.592
H 2.503 -1.018 -6.419
H 0.113 -0.376 -5.789
H -0.428 -0.150 -3.451
```

Properties
Maximum force: 0.0284 Eh/bohr
Kohn-Sham gap: 5.44 eV
2S+1: 1
ΔE to the lowest compared entry with this formula, charge and spin: 165.7 kJ/mol
LUMO energy: -1.05 eV

---

A molecular structure, C36H42AsBrN3OP2S4Si2Tm. Source: the OMol25 dataset; level of theory: ωB97M-V/def2-TZVPD.

Structure (XYZ):
```
93
Properties=species:S:1:pos:R:3
Tm -1.454 -0.314 -0.465
C -1.284 -4.998 -0.738
Si 0.056 -3.716 -1.309
C -0.286 -3.682 -3.130
C 1.618 -4.712 -1.237
N 0.000 -2.082 -0.629
P 1.108 -1.402 0.458
C 0.470 0.078 0.890
P 0.366 1.737 0.704
N -1.105 1.968 -0.035
Si -2.008 3.501 -0.136
C -3.340 3.095 -1.484
C -3.097 3.907 1.387
C -1.210 5.165 -0.635
C 0.406 2.534 2.336
C -0.580 2.209 3.320
C -0.520 2.684 4.618
C 0.566 3.503 5.047
C 1.523 3.790 4.097
C 1.476 3.258 2.807
C 1.718 2.530 -0.219
C 2.996 2.328 0.333
C 4.131 2.980 -0.228
C 3.972 3.888 -1.252
C 2.708 4.090 -1.791
C 1.618 3.347 -1.335
C 1.319 -2.394 1.911
C 2.402 -3.308 2.053
C 2.684 -3.972 3.276
C 1.870 -3.745 4.357
C 0.788 -2.828 4.238
C 0.448 -2.212 3.046
C 2.726 -1.342 -0.329
C 3.936 -1.237 0.441
C 5.176 -1.253 -0.175
C 5.284 -1.433 -1.572
C 4.111 -1.632 -2.299
C 2.833 -1.561 -1.696
H -1.399 -5.237 0.320
H -0.961 -5.918 -1.277
H -2.318 -4.785 -1.065
H -0.370 -4.712 -3.567
H 0.554 -3.233 -3.722
H -1.168 -3.112 -3.383
H 1.408 -5.406 -2.076
H 1.754 -5.240 -0.320
H 2.539 -4.168 -1.518
H -4.164 2.483 -1.041
H -2.978 2.506 -2.332
H -3.864 4.026 -1.804
H -3.961 4.409 0.932
H -2.646 4.455 2.233
H -3.379 2.880 1.719
H -0.790 5.152 -1.629
H -0.537 5.567 0.146
H -2.103 5.804 -0.680
H -1.405 1.555 3.071
H -1.350 2.342 5.235
H 0.672 3.907 6.059
H 2.494 4.239 4.329
H 2.262 3.485 2.114
H 3.115 1.772 1.253
H 5.142 2.698 0.076
H 4.793 4.385 -1.724
H 2.544 4.702 -2.652
H 0.637 3.484 -1.795
H 3.101 -3.377 1.203
H 3.529 -4.670 3.327
H 1.953 -4.258 5.323
H 0.179 -2.702 5.116
H -0.492 -1.653 2.889
H 3.864 -1.189 1.524
H 6.078 -1.257 0.385
H 6.252 -1.413 -2.085
H 4.127 -1.822 -3.373
H 1.897 -1.680 -2.349
O -5.374 -0.640 -5.605
C -4.438 -0.927 -4.603
C -4.566 -1.919 -3.676
C -3.798 -1.920 -2.535
N -2.690 -1.218 -2.374
C -2.409 -0.417 -3.443
Br -0.748 0.529 -3.378
C -3.289 -0.145 -4.499
H -6.269 -0.936 -5.381
H -5.371 -2.664 -3.716
H -4.035 -2.616 -1.690
H -3.061 0.614 -5.242
S -4.002 1.334 4.541
As -4.820 -0.285 3.259
S -2.948 -1.845 1.290
S -3.894 -0.081 0.836
S -6.722 0.347 2.731
```

Properties
Maximum force: 0.0648 Eh/bohr
Kohn-Sham gap (alpha / beta): 3.60 / 3.60 eV
Charge: -2
<S²>: 2.003
2S+1: 3
LUMO energy (alpha / beta): 3.28 / 3.28 eV

---

A molecular structure, C36H42AsN6O4SSbSeTl. Source: the OMol25 dataset; level of theory: ωB97M-V/def2-TZVPD.

Structure (XYZ):
```
93
Properties=species:S:1:pos:R:3
Tl 0.527 -0.634 -0.728
C 1.988 1.191 -3.323
C 1.021 0.246 -3.938
C 1.033 0.116 -5.330
C 0.195 -0.771 -5.954
C -0.662 -1.528 -5.164
C -0.640 -1.363 -3.793
N 0.177 -0.479 -3.182
Sb -1.959 -2.683 -2.759
C -0.516 -3.730 -1.576
C -0.555 -5.094 -1.786
C 0.376 -5.905 -1.144
C 1.291 -5.303 -0.321
C 1.273 -3.917 -0.122
C 2.273 -3.356 0.834
N 0.372 -3.141 -0.746
C -2.677 -1.351 -1.229
C -4.058 -1.379 -1.123
C -4.692 -0.705 -0.090
C -3.906 -0.027 0.807
C -2.523 -0.004 0.652
C -1.757 0.787 1.663
N -1.909 -0.648 -0.361
H 2.132 2.057 -3.970
H 2.958 0.708 -3.167
H 1.636 1.528 -2.355
H 1.729 0.721 -5.895
H 0.204 -0.883 -7.030
H -1.338 -2.245 -5.612
H -1.289 -5.521 -2.456
H 0.383 -6.976 -1.298
H 2.048 -5.881 0.190
H 3.231 -3.852 0.683
H 1.945 -3.565 1.857
H 2.457 -2.297 0.722
H -4.635 -1.946 -1.841
H -5.769 -0.720 0.010
H -4.341 0.509 1.640
H -2.225 1.764 1.796
H -0.726 0.922 1.377
H -1.783 0.274 2.628
N 0.786 -0.897 3.954
C -0.291 -1.582 4.562
C -0.502 -1.461 5.924
C -1.570 -2.116 6.523
C -2.437 -2.874 5.755
C -2.231 -2.981 4.384
C -1.154 -2.347 3.790
S -0.858 -2.579 2.062
N 0.257 -1.337 1.712
C 0.938 -0.739 2.616
C 1.976 0.241 2.170
C 2.976 0.703 3.006
C 3.930 1.575 2.496
C 3.863 1.941 1.170
C 2.838 1.418 0.397
N 1.911 0.607 0.889
H 1.349 -0.328 4.561
H 0.175 -0.860 6.521
H -1.721 -2.025 7.590
H -3.271 -3.386 6.214
H -2.904 -3.576 3.777
H 3.071 0.367 4.029
H 4.732 1.929 3.129
H 4.611 2.569 0.709
H 2.806 1.619 -0.666
O 4.105 -1.094 0.554
Se 4.083 -1.089 -1.070
O 4.671 -2.409 -1.767
O 2.386 -1.155 -1.519
O 4.571 0.338 -1.670
C -0.191 3.862 -3.418
C 0.396 3.899 -2.012
As -0.377 2.585 -0.766
C 0.095 3.546 0.895
C -0.486 4.930 1.165
C -2.279 2.835 -1.202
C -2.944 4.169 -0.889
H 0.405 4.478 -4.092
H -1.207 4.258 -3.434
H -0.221 2.852 -3.831
H 0.252 4.887 -1.573
H 1.471 3.717 -2.028
H 1.182 3.615 0.809
H -0.094 2.891 1.742
H -0.389 5.601 0.312
H 0.050 5.391 1.996
H -1.538 4.888 1.439
H -2.837 2.011 -0.762
H -2.292 2.652 -2.280
H -3.124 4.290 0.178
H -3.910 4.233 -1.392
H -2.344 5.017 -1.224
```

Properties
Maximum force: 0.0101 Eh/bohr
Kohn-Sham gap: 6.90 eV
Charge: +1
2S+1: 1
LUMO energy: -3.50 eV

---

Number 1: E_tot -341129.830 eV. Number 2: E_tot -282622.830 eV. Number 3: E_tot -203385.546 eV.